[1]
Molecular formula: C46H138O23
Method: DFT, wB97M-V/def2-TZVPD

Computed properties:
E_LUMO	0.194	eV
M	1059.6	u
HOMO-LUMO gap	9.66	eV
maximum force	0.054	hartree/bohr
HOMO	-0.34792	hartree
energy relative to the best compared isomer or geometry (same formula, charge and spin)	121.3	kJ/mol

Element x y z (Å)
C1 -7.586 1.061 3.492
C2 -6.126 0.620 3.816
O1 -5.361 0.167 2.672
H1 -7.604 2.049 3.032
H2 -8.188 1.081 4.401
H3 -8.077 0.426 2.755
H4 -6.175 -0.144 4.591
H5 -5.610 1.419 4.348
H6 -4.433 0.166 2.918
C3 3.534 3.331 -3.031
C4 3.530 4.867 -3.171
O2 4.053 5.193 -4.412
H7 3.041 3.084 -2.091
H8 4.560 2.973 -2.945
H9 2.988 2.881 -3.860
H10 4.075 5.324 -2.345
H11 2.482 5.165 -3.135
H12 3.527 4.687 -5.035
C5 -2.029 6.515 -3.525
C6 -3.081 5.435 -3.893
O3 -3.289 4.563 -2.764
H13 -2.325 7.183 -2.716
H14 -1.874 7.221 -4.341
H15 -1.106 6.054 -3.172
H16 -2.790 4.870 -4.779
H17 -4.071 5.818 -4.143
H18 -3.912 4.980 -2.164
C7 0.620 1.384 -4.013
C8 -0.364 2.552 -3.883
O4 -1.306 2.346 -2.800
H19 1.299 1.297 -3.164
H20 1.179 1.665 -4.905
H21 0.112 0.449 -4.250
H22 -0.839 2.761 -4.842
H23 0.214 3.458 -3.699
H24 -1.982 3.026 -2.771
C9 -2.636 -1.671 1.790
C10 -1.921 -0.958 2.914
O5 -2.718 0.132 3.345
H25 -2.978 -1.094 0.930
H26 -3.531 -2.118 2.223
H27 -1.999 -2.507 1.501
H28 -0.989 -0.615 2.465
H29 -1.657 -1.572 3.775
H30 -2.078 0.674 3.812
C11 3.656 -0.273 -3.009
C12 4.565 -1.171 -3.845
O6 5.880 -0.788 -3.697
H31 2.646 -0.679 -3.057
H32 3.626 0.770 -3.323
H33 3.972 -0.303 -1.966
H34 4.335 -1.021 -4.900
H35 4.452 -2.225 -3.594
H36 6.477 -1.432 -4.083
C13 3.101 -3.023 2.363
C14 2.345 -2.964 3.747
O7 0.991 -3.304 3.531
H37 2.567 -2.494 1.574
H38 3.129 -4.065 2.047
H39 4.126 -2.678 2.501
H40 2.427 -1.959 4.161
H41 2.875 -3.687 4.368
H42 0.969 -4.002 2.872
C15 0.554 -0.970 0.080
C16 -0.283 0.202 -0.348
O8 -1.148 -0.026 -1.447
H43 1.291 -0.680 0.828
H44 1.197 -1.333 -0.722
H45 -0.019 -1.805 0.485
H46 0.401 1.019 -0.577
H47 -0.963 0.653 0.374
H48 -1.157 0.735 -2.031
C17 -0.600 4.815 -0.254
C18 0.855 4.454 -0.120
O9 1.660 5.532 -0.584
H49 -0.766 5.282 -1.225
H50 -0.892 5.573 0.473
H51 -1.252 3.958 -0.084
H52 1.098 3.616 -0.773
H53 1.017 4.202 0.928
H54 2.578 5.282 -0.454
C19 -2.769 -0.024 -5.753
C20 -2.255 0.414 -7.150
O10 -3.359 0.876 -7.835
H55 -1.931 -0.428 -5.184
H56 -3.479 -0.846 -5.848
H57 -3.245 0.859 -5.328
H58 -1.737 -0.411 -7.637
H59 -1.526 1.218 -7.052
H60 -3.082 0.942 -8.751
C21 1.200 -2.980 -4.831
C22 0.135 -2.617 -3.793
O11 -0.087 -3.676 -2.913
H61 0.988 -3.956 -5.267
H62 2.195 -3.008 -4.387
H63 1.329 -2.246 -5.627
H64 -0.806 -2.390 -4.294
H65 0.409 -1.763 -3.173
H66 -0.829 -3.404 -2.368
C23 3.294 0.816 5.942
C24 3.658 -0.488 6.634
O12 4.709 -0.251 7.550
H67 2.433 0.710 5.282
H68 4.132 1.135 5.322
H69 3.050 1.543 6.716
H70 4.011 -1.197 5.885
H71 2.755 -0.858 7.120
H72 5.480 0.041 7.058
C25 -6.085 1.808 -4.183
C26 -7.234 2.672 -3.650
O13 -7.184 3.961 -4.282
H73 -5.133 2.302 -3.990
H74 -6.232 1.593 -5.241
H75 -6.071 0.823 -3.716
H76 -7.054 2.658 -2.575
H77 -8.195 2.212 -3.882
H78 -7.493 4.623 -3.659
C27 -4.328 1.401 -0.638
C28 -5.438 2.029 0.148
O14 -6.488 1.084 0.394
H79 -3.430 2.019 -0.608
H80 -4.562 1.212 -1.686
H81 -4.066 0.483 -0.112
H82 -5.856 2.843 -0.444
H83 -5.111 2.406 1.117
H84 -6.279 0.618 1.207
C29 -1.050 -5.269 -0.087
C30 0.459 -5.111 0.228
O15 0.674 -5.395 1.559
H85 -1.289 -4.917 -1.091
H86 -1.713 -4.696 0.562
H87 -1.298 -6.330 -0.050
H88 0.800 -4.095 0.028
H89 1.072 -5.777 -0.379
H90 0.274 -6.253 1.719
C31 -2.595 3.368 2.908
C32 -1.542 3.506 3.970
O16 -1.113 2.191 4.222
H91 -3.425 2.743 3.236
H92 -2.185 2.838 2.048
H93 -2.966 4.356 2.635
H94 -1.955 3.990 4.855
H95 -0.739 4.144 3.601
H96 -0.535 2.185 4.988
C33 -0.110 -4.229 7.859
C34 0.324 -3.064 6.985
O17 -0.537 -2.858 5.860
H97 0.652 -4.632 8.527
H98 -0.559 -5.012 7.249
H99 -0.886 -3.880 8.540
H100 1.335 -3.267 6.632
H101 0.452 -2.072 7.417
H102 -0.029 -2.898 5.046
C35 6.976 -1.951 0.684
C36 8.097 -1.846 -0.347
O18 9.256 -2.300 0.332
H103 6.884 -2.962 1.083
H104 6.015 -1.725 0.223
H105 7.186 -1.285 1.521
H106 8.199 -0.812 -0.678
H107 7.897 -2.473 -1.216
H108 9.372 -3.227 0.111
C37 -2.536 -5.306 3.670
C38 -3.515 -6.359 4.125
O19 -3.176 -7.651 3.792
H109 -2.450 -5.286 2.584
H110 -1.541 -5.620 3.986
H111 -2.715 -4.293 4.031
H112 -4.512 -6.206 3.711
H113 -3.529 -6.280 5.212
H114 -3.885 -8.172 4.176
C39 3.548 -4.280 -1.508
C40 4.195 -5.397 -0.754
O20 3.937 -6.518 -1.570
H115 3.684 -3.301 -1.050
H116 2.469 -4.395 -1.614
H117 3.894 -4.216 -2.540
H118 3.686 -5.422 0.210
H119 5.265 -5.258 -0.599
H120 4.314 -7.283 -1.129
C41 -3.826 -1.742 -2.987
C42 -3.612 -2.604 -1.711
O21 -2.218 -2.516 -1.486
H121 -3.309 -2.050 -3.896
H122 -3.644 -0.688 -2.774
H123 -4.906 -1.801 -3.117
H124 -3.954 -3.634 -1.812
H125 -4.001 -2.117 -0.816
H126 -1.938 -1.602 -1.399
C43 2.800 1.433 1.903
C44 3.855 0.969 0.887
O22 4.471 2.085 0.282
H127 2.438 0.577 2.473
H128 1.950 1.850 1.363
H129 3.111 2.211 2.600
H130 3.260 0.381 0.188
H131 4.637 0.378 1.364
H132 5.155 1.752 -0.303
C45 4.315 6.658 1.422
C46 4.812 5.219 1.162
O23 4.100 4.780 0.026
H133 3.230 6.756 1.393
H134 4.732 7.382 0.722
H135 4.623 7.044 2.393
H136 4.590 4.480 1.933
H137 5.885 5.065 1.050
H138 4.190 3.828 -0.062


[2]
Molecular formula: C3H6N2O2
Method: DFT, wB97M-V/def2-TZVPD

Computed properties:
SMILES string	[H]/N=C/OCC(N)=O
E_LUMO	0.885	eV
M	102.1	u
HOMO-LUMO gap	10.70	eV
maximum force	0.009	hartree/bohr
HOMO	-0.36058	hartree
energy relative to the best compared isomer or geometry (same formula, charge and spin)	131.4	kJ/mol

Element x y z (Å)
H1 2.176 0.419 -1.863
N1 1.568 -0.050 -1.194
C1 1.614 0.565 -0.087
O1 0.975 0.219 1.034
C2 -0.071 -0.752 0.974
C3 -1.356 -0.033 0.566
N2 -1.587 0.088 -0.763
O2 -2.110 0.431 1.399
H2 2.169 1.489 0.110
H3 0.171 -1.591 0.314
H4 -0.204 -1.095 2.002
H5 -2.415 0.587 -1.059
H6 -0.929 -0.277 -1.433


[3]
Molecular formula: C23H38BBr27ClNO7P2
Method: DFT, wB97M-V/def2-TZVPD

Computed properties:
E_LUMO	-0.199	eV
M	2706.2	u
HOMO-LUMO gap	8.72	eV
maximum force	0.033	hartree/bohr
HOMO	-0.32781	hartree

Element x y z (Å)
C1 -2.779 -2.120 -7.019
C2 -1.607 -1.418 -6.346
C3 -2.026 -0.703 -5.048
C4 -1.369 -1.233 -3.766
C5 -0.012 -0.547 -3.529
C6 -0.083 0.659 -2.579
C7 1.101 0.999 -1.639
C8 2.313 1.246 -2.571
O1 2.788 2.573 -2.385
O2 3.703 2.872 -3.459
N1 0.685 2.237 -0.947
C9 -0.027 1.950 0.192
O3 -0.707 2.752 0.834
C10 0.255 0.516 0.608
P1 -1.240 -0.521 0.354
O4 -2.514 0.227 0.144
B1 0.464 0.616 2.222
O5 1.073 1.725 2.791
O6 -0.081 -0.357 3.033
C11 -1.332 -0.065 3.693
C12 -1.104 0.496 5.090
C13 1.429 0.133 -0.355
C14 1.652 -1.378 -0.542
P2 3.184 0.668 0.154
O7 3.000 2.166 0.718
Cl1 3.218 -0.388 1.954
H1 -3.501 -1.390 -7.394
H2 -2.457 -2.744 -7.854
H3 -3.295 -2.756 -6.298
H4 -0.841 -2.163 -6.106
H5 -1.170 -0.705 -7.049
H6 -1.787 0.363 -5.128
H7 -3.113 -0.783 -4.940
H8 -1.261 -2.323 -3.819
H9 -2.049 -1.034 -2.933
H10 0.772 -1.249 -3.244
H11 0.288 -0.162 -4.510
H12 -1.028 0.681 -2.031
H13 -0.106 1.556 -3.205
H14 3.128 0.539 -2.389
H15 2.002 1.124 -3.614
H16 3.103 3.215 -4.137
H17 0.193 2.911 -1.525
H18 -0.944 -1.384 -0.704
H19 -1.288 -1.379 1.454
H20 0.401 2.256 3.233
H21 -1.900 -0.996 3.721
H22 -1.919 0.638 3.091
H23 -1.941 0.214 5.733
H24 -0.168 0.118 5.496
H25 -1.085 1.590 5.071
H26 1.598 -1.863 0.434
H27 2.648 -1.595 -0.937
H28 0.910 -1.841 -1.183
H29 3.501 2.319 1.535
C15 -4.965 -7.370 -3.517
Br1 -3.138 -6.789 -3.687
Br2 -5.994 -6.976 -5.087
Br3 -5.060 -9.232 -3.061
H30 -5.395 -6.817 -2.695
C16 5.195 3.578 4.292
Br4 5.877 2.841 5.928
Br5 3.452 2.867 3.901
Br6 5.205 5.498 4.315
H31 5.859 3.262 3.500
C17 -2.438 -6.095 0.284
Br7 -1.495 -6.570 1.887
Br8 -4.040 -7.138 0.106
Br9 -2.791 -4.203 0.243
H32 -1.796 -6.332 -0.551
C18 -0.308 6.227 -0.372
Br10 -1.966 6.118 0.589
Br11 1.149 5.471 0.607
Br12 -0.462 5.431 -2.127
H33 -0.094 7.273 -0.530
C19 9.212 0.025 5.457
Br13 7.655 -0.838 4.729
Br14 9.410 1.787 4.727
Br15 9.166 0.062 7.379
H34 10.073 -0.557 5.164
C20 -1.976 4.377 -5.370
Br16 -0.244 3.588 -5.047
Br17 -2.096 5.124 -7.131
Br18 -3.359 3.100 -5.023
H35 -2.086 5.185 -4.660
C21 4.660 -1.873 7.855
Br19 3.141 -2.836 7.179
Br20 4.829 -0.155 7.020
Br21 4.611 -1.729 9.771
H36 5.542 -2.442 7.600
C22 -7.106 2.717 -3.193
Br22 -7.505 4.409 -4.010
Br23 -6.527 1.431 -4.500
Br24 -5.816 2.893 -1.783
H37 -8.020 2.342 -2.757
C23 -1.927 -2.776 8.090
Br25 -1.030 -4.175 9.050
Br26 -1.092 -1.072 8.375
Br27 -2.055 -3.181 6.213
H38 -2.934 -2.713 8.474


[4]
Molecular formula: C23H22N2O3
Method: DFT, wB97M-V/def2-TZVPD

Computed properties:
SMILES string	O=C(COc1ccccc1C(=O)Nc1ccccc1)NCCc1ccccc1
E_LUMO	0.472	eV
M	374.4	u
HOMO-LUMO gap	9.03	eV
maximum force	0.010	hartree/bohr
HOMO	-0.31443	hartree
energy relative to the best compared isomer or geometry (same formula, charge and spin)	107.1	kJ/mol

Element x y z (Å)
O1 -1.564 -2.896 -2.064
C1 -0.652 -2.157 -1.766
C2 0.768 -2.677 -1.496
O2 1.405 -1.961 -0.456
C3 0.722 -1.822 0.733
C4 -0.257 -2.714 1.154
C5 -0.924 -2.508 2.349
C6 -0.639 -1.402 3.131
C7 0.324 -0.506 2.711
C8 1.024 -0.704 1.525
C9 2.003 0.357 1.132
O3 1.784 1.528 1.377
N1 3.121 -0.115 0.518
C10 4.227 0.590 0.037
C11 4.379 1.965 0.191
C12 5.508 2.590 -0.307
C13 6.491 1.864 -0.959
C14 6.341 0.496 -1.113
C15 5.218 -0.139 -0.620
N2 -0.752 -0.820 -1.649
C16 -2.018 -0.128 -1.605
C17 -2.374 0.282 -0.168
C18 -3.710 0.967 -0.142
C19 -4.879 0.216 -0.146
C20 -6.115 0.838 -0.160
C21 -6.196 2.220 -0.173
C22 -5.037 2.976 -0.169
C23 -3.801 2.352 -0.156
H1 1.391 -2.514 -2.380
H2 0.726 -3.753 -1.293
H3 -0.515 -3.568 0.548
H4 -1.678 -3.214 2.659
H5 -1.170 -1.235 4.055
H6 0.551 0.378 3.287
H7 3.149 -1.109 0.337
H8 3.617 2.532 0.697
H9 5.619 3.657 -0.183
H10 7.369 2.360 -1.344
H11 7.101 -0.080 -1.620
H12 5.101 -1.207 -0.740
H13 0.061 -0.298 -1.356
H14 -2.771 -0.814 -1.999
H15 -1.969 0.757 -2.246
H16 -2.399 -0.615 0.455
H17 -1.599 0.946 0.221
H18 -4.817 -0.863 -0.135
H19 -7.016 0.243 -0.161
H20 -7.160 2.706 -0.183
H21 -5.094 4.054 -0.176
H22 -2.898 2.946 -0.150